# 1
Entry from the Open Molecules 2025 dataset: a cluster of 7 separate species, C9H32N11O7 in total (ωB97M-V/def2-TZVPD).

- charge = -1
- energy relative to the best compared isomer or geometry (same formula, charge and spin) (eV) = 0.000
- LUMO level (Ha) = 0.092
- multiplicity = 1
- HOMO energy (eV) = -6.94

Cartesian coordinates (Å):
O 0.07 -0.86 0.14
H -0.14 -0.75 -0.79
C 3.21 -2.23 0.54
O 4.29 -2.81 0.65
N 2.01 -2.86 0.42
N 3.12 -0.86 0.51
H 1.98 -3.85 0.57
H 1.20 -2.23 0.40
H 2.22 -0.41 0.53
H 3.96 -0.36 0.32
C 1.83 0.60 -3.05
O 2.19 1.22 -4.04
N 1.10 1.16 -2.04
N 2.18 -0.70 -2.85
H 0.82 0.55 -1.28
H 0.77 2.10 -2.15
H 1.98 -1.20 -2.00
H 2.90 -1.04 -3.46
C -1.03 -3.42 -2.89
O -1.04 -3.82 -4.04
N -0.08 -3.82 -1.97
N -1.93 -2.53 -2.39
H 0.60 -4.46 -2.35
H 0.29 -3.14 -1.32
H -2.53 -2.02 -3.03
H -1.82 -2.16 -1.46
C -2.94 -2.28 0.99
O -3.99 -2.86 1.24
N -2.90 -0.95 0.69
N -1.71 -2.86 0.99
H -2.01 -0.47 0.61
H -3.76 -0.43 0.65
H -1.67 -3.85 1.12
H -0.94 -2.25 0.71
C 0.41 0.04 3.72
O 0.38 0.53 4.84
N 0.46 -1.30 3.47
N 0.32 0.77 2.57
H 0.60 -1.96 4.22
H 0.41 -1.64 2.53
H 0.10 1.76 2.67
H 0.39 0.40 1.63
C 1.03 3.98 0.40
C -0.37 4.09 0.98
C -1.29 3.08 0.34
O -1.37 3.27 -1.03
C -1.98 2.20 -1.72
N -0.30 3.89 2.45
H 1.09 4.28 -0.65
H 1.42 2.98 0.56
H 1.70 4.70 0.88
H -0.77 5.09 0.78
H -2.28 3.08 0.84
H -0.90 2.08 0.61
H -3.01 2.05 -1.36
H -1.44 1.27 -1.51
H -2.02 2.45 -2.77
H 0.38 4.56 2.78
H -1.20 4.19 2.80

---

# 2
Entry from the Open Molecules 2025 dataset: a cluster of 9 separate species, C9H32N16O11 in total (ωB97M-V/def2-TZVPD).

- charge = -1
- ⟨S²⟩ = 0.76
- energy relative to the best compared isomer or geometry (same formula, charge and spin) (eV) = 1.607
- LUMO level (alpha / beta) (Ha) = 0.074 / -0.045
- multiplicity = 2
- HOMO energy (alpha / beta) (eV) = -7.29 / -7.29

Cartesian coordinates (Å):
C 0.83 0.22 -0.23
O 0.49 1.33 -0.67
O 0.42 -0.87 -0.57
O 1.75 0.39 0.55
C 0.92 -4.28 -0.03
O 1.37 -5.39 0.21
N 0.51 -3.88 -1.15
N 0.82 -3.30 0.79
H 0.41 -4.65 -1.80
H 0.16 -2.97 -1.41
H 0.79 -3.56 1.76
H 0.75 -2.36 0.42
C 1.07 2.20 3.78
O 1.00 3.05 2.91
N 1.13 2.59 5.02
N 1.09 0.93 3.61
H 1.14 3.59 5.18
H 1.48 1.94 5.71
H 1.20 0.62 2.66
H 0.74 0.39 4.40
C 2.03 -1.44 -3.59
O 2.36 -2.10 -4.61
N 1.12 -0.53 -3.52
N 2.71 -1.35 -2.42
H 0.67 -0.37 -2.63
H 0.55 -0.30 -4.32
H 2.22 -0.93 -1.65
H 3.46 -2.01 -2.25
C 3.50 -2.31 2.20
O 4.17 -3.26 2.61
N 3.82 -1.59 1.19
N 2.50 -1.73 2.75
H 4.72 -1.87 0.84
H 3.36 -0.71 0.99
H 2.17 -2.08 3.64
H 1.96 -1.04 2.25
C -0.48 2.60 -3.98
O -0.19 2.95 -5.10
N -1.52 1.86 -3.71
N 0.36 2.79 -3.01
H -1.82 1.86 -2.74
H -2.12 1.96 -4.51
H 1.28 3.03 -3.35
H 0.21 2.23 -2.19
C -1.65 4.06 0.04
O -0.49 4.50 0.19
N -2.69 4.80 -0.16
N -1.92 2.84 0.21
H -2.54 5.79 -0.19
H -3.57 4.30 -0.22
H -1.24 2.11 0.01
H -2.91 2.64 0.12
C -2.49 -1.06 2.50
O -3.36 -1.31 3.28
N -2.09 0.13 2.31
N -1.92 -1.94 1.66
H -2.69 0.80 2.77
H -1.55 0.38 1.50
H -1.23 -1.65 0.98
H -2.41 -2.82 1.52
C -3.03 -0.72 -1.29
O -4.17 -0.95 -1.47
N -2.52 0.44 -1.39
N -2.16 -1.64 -1.27
H -1.62 0.48 -0.93
H -3.18 1.18 -1.58
H -1.24 -1.53 -0.85
H -2.45 -2.48 -1.76

---

# 3
Entry from the Open Molecules 2025 dataset: a cluster of 6 separate species, C9H33N13O9P in total (ωB97M-V/def2-TZVPD).

- charge = +1
- LUMO level (Ha) = -0.125
- multiplicity = 1
- HOMO energy (eV) = -11.51

Cartesian coordinates (Å):
C -3.70 0.45 -3.61
C -2.76 -0.65 -3.08
O -3.03 -1.88 -3.76
C -1.27 -0.25 -3.18
O -0.64 -0.42 -1.86
N 0.24 -1.45 -1.85
C -0.01 -2.52 -1.15
N -1.17 -2.65 -0.37
N 0.92 -3.55 -1.15
P 2.26 -3.16 0.01
O 1.47 -2.84 1.44
O 2.65 -1.65 -0.46
H -4.68 0.22 -3.20
H -3.71 0.45 -4.70
H -3.38 1.40 -3.16
H -3.00 -0.76 -2.01
H -2.20 -2.37 -3.77
H -0.73 -0.80 -3.95
H -1.22 0.82 -3.40
H 1.12 -1.41 -2.38
H -1.24 -1.91 0.31
H -2.01 -2.74 -0.93
H 0.42 -4.34 -0.75
H 1.22 -1.90 1.40
H 3.59 -1.50 -0.26
C 2.59 1.28 -2.92
O 2.75 0.14 -3.34
N 1.44 1.63 -2.28
N 3.53 2.25 -3.04
H 1.23 2.53 -1.89
H 0.78 0.88 -2.21
H 4.39 2.01 -3.51
H 3.42 3.19 -2.69
C 4.50 -1.45 2.97
O 4.65 -1.76 1.78
N 3.46 -1.89 3.72
N 5.39 -0.66 3.62
H 3.34 -1.66 4.69
H 2.79 -2.50 3.27
H 6.18 -0.32 3.09
H 5.30 -0.40 4.58
C 6.35 -3.93 5.55
O 6.05 -2.88 6.09
N 6.94 -4.96 6.23
N 6.12 -4.16 4.23
H 7.20 -5.83 5.81
H 7.13 -4.82 7.21
H 5.69 -3.41 3.72
H 6.35 -5.01 3.75
C -3.41 3.33 -0.77
O -3.30 3.06 -1.95
N -3.96 2.46 0.13
N -3.01 4.53 -0.25
H -4.06 2.66 1.11
H -4.27 1.57 -0.22
H -2.62 5.20 -0.89
H -3.10 4.78 0.72
C -7.82 5.12 0.13
O -8.87 5.54 0.59
N -7.57 5.08 -1.21
N -6.81 4.66 0.93
H -6.71 4.74 -1.61
H -8.29 5.42 -1.83
H -6.96 4.67 1.92
H -5.94 4.30 0.57

---

Question: charge of number 3 (C9H33N13O9P)?
Answer: +1

---

Copy entry 1 word for word.
Entry from the Open Molecules 2025 dataset: a cluster of 7 separate species, C9H32N11O7 in total (ωB97M-V/def2-TZVPD).

- charge = -1
- energy relative to the best compared isomer or geometry (same formula, charge and spin) (eV) = 0.000
- LUMO level (Ha) = 0.092
- multiplicity = 1
- HOMO energy (eV) = -6.94

Cartesian coordinates (Å):
O 0.07 -0.86 0.14
H -0.14 -0.75 -0.79
C 3.21 -2.23 0.54
O 4.29 -2.81 0.65
N 2.01 -2.86 0.42
N 3.12 -0.86 0.51
H 1.98 -3.85 0.57
H 1.20 -2.23 0.40
H 2.22 -0.41 0.53
H 3.96 -0.36 0.32
C 1.83 0.60 -3.05
O 2.19 1.22 -4.04
N 1.10 1.16 -2.04
N 2.18 -0.70 -2.85
H 0.82 0.55 -1.28
H 0.77 2.10 -2.15
H 1.98 -1.20 -2.00
H 2.90 -1.04 -3.46
C -1.03 -3.42 -2.89
O -1.04 -3.82 -4.04
N -0.08 -3.82 -1.97
N -1.93 -2.53 -2.39
H 0.60 -4.46 -2.35
H 0.29 -3.14 -1.32
H -2.53 -2.02 -3.03
H -1.82 -2.16 -1.46
C -2.94 -2.28 0.99
O -3.99 -2.86 1.24
N -2.90 -0.95 0.69
N -1.71 -2.86 0.99
H -2.01 -0.47 0.61
H -3.76 -0.43 0.65
H -1.67 -3.85 1.12
H -0.94 -2.25 0.71
C 0.41 0.04 3.72
O 0.38 0.53 4.84
N 0.46 -1.30 3.47
N 0.32 0.77 2.57
H 0.60 -1.96 4.22
H 0.41 -1.64 2.53
H 0.10 1.76 2.67
H 0.39 0.40 1.63
C 1.03 3.98 0.40
C -0.37 4.09 0.98
C -1.29 3.08 0.34
O -1.37 3.27 -1.03
C -1.98 2.20 -1.72
N -0.30 3.89 2.45
H 1.09 4.28 -0.65
H 1.42 2.98 0.56
H 1.70 4.70 0.88
H -0.77 5.09 0.78
H -2.28 3.08 0.84
H -0.90 2.08 0.61
H -3.01 2.05 -1.36
H -1.44 1.27 -1.51
H -2.02 2.45 -2.77
H 0.38 4.56 2.78
H -1.20 4.19 2.80

---

Question: The highest charge belongs to which entry?
Answer: C9H33N13O9P